1.
Molecular formula: C4H5NO2
Method: DFT, the ωB97M-V functional and the def2-TZVPD basis

Atoms and positions in Å:
N (-2.2925, -0.7492, -0.2354)
C (-1.2842, -0.4467, 0.5494)
C (0.0589, -0.5853, 0.0506)
C (1.1228, 0.2379, 0.1953)
O (2.4132, -0.2099, 0.1289)
C (0.9728, 1.6920, 0.1775)
O (-0.1124, 2.2193, 0.0345)
H (-3.2278, -0.7285, 0.1527)
H (-2.2511, -0.9386, -1.2365)
H (0.3845, -1.3633, -0.6261)
H (2.4314, -1.0979, 0.5141)
H (1.9191, 2.2624, 0.2147)

Properties
HOMO-LUMO gap (spin up / spin down) = 7.43 / 7.44 eV
E_LUMO (spin up / spin down) = -0.438 / -0.437 eV
Total charge = 0
Energy above the lowest of the compared OMol25 structures with the same formula, charge and spin = 3.7650 eV
E = -360.5311 hartree

natural (NBO) atomic charge list, values in e, 8 entries:
1 N -0.725
2 C 0.124
3 C -0.392
4 C 0.217
5 O -0.668
6 C 0.350
7 O -0.498
8 H 0.392

2.
Molecular formula: C4H5NO2
Method: DFT, the ωB97M-V functional and the def2-TZVPD basis

Atoms and positions in Å:
C (1.2196, -0.2681, 1.1381)
C (0.1759, -0.3134, 0.0582)
C (-1.1653, -0.7564, 0.2830)
O (-2.0263, -0.4848, -0.5691)
C (-1.1615, 1.1553, -1.5644)
O (-1.4541, 1.3457, -2.6709)
N (0.2651, 0.3351, -1.0896)
H (2.0671, -0.9224, 0.9048)
H (1.6085, 0.7496, 1.2649)
H (0.8067, -0.5908, 2.0989)
H (-1.4549, -1.1391, 1.2725)
H (1.0891, 0.9353, -1.1756)

Properties
HOMO-LUMO gap (spin up / spin down) = 7.61 / 7.61 eV
E_LUMO (spin up / spin down) = -0.695 / -0.695 eV
Total charge = 0
Energy above the lowest of the compared OMol25 structures with the same formula, charge and spin = 3.0535 eV
E = -360.5572 hartree

natural (NBO) atomic charge list, values in e, 8 entries:
1 C -0.658
2 C 0.107
3 C 0.281
4 O -0.496
5 C 0.601
6 O -0.524
7 N -0.525
8 H 0.232